This record from the OMol25 dataset describes C20H44N3OP2STi as an isolated structure in a non-equilibrium geometry. The level of theory is ωB97M-V with the def2-TZVPD basis set.

Structure (XYZ):
```
72
Properties=species:S:1:pos:R:3:mulliken_charge:R:1
Ti 0.696 -0.024 -0.341 -1.3709
P 0.101 -2.081 -1.642 1.4279
P 0.270 2.387 0.219 0.7540
N 1.474 0.661 -1.988 0.1136
C 1.040 -1.579 -3.125 -1.0202
H 1.863 -2.298 -3.290 0.4393
H 0.339 -1.628 -3.969 0.2716
C 1.563 -0.136 -3.183 -0.8430
H 2.585 -0.156 -3.641 0.4060
H 1.072 0.450 -3.998 0.5395
C 1.218 2.063 -2.323 -1.0429
H 0.153 2.075 -2.695 0.4163
H 1.815 2.485 -3.158 0.5540
C 1.396 2.967 -1.110 -0.8870
H 1.188 4.001 -1.406 0.4639
H 2.441 2.987 -0.742 0.4433
C 1.065 3.104 1.711 0.5968
C 2.142 2.143 2.219 -1.3705
H 2.902 1.905 1.466 0.3076
H 1.708 1.194 2.566 0.0224
H 2.658 2.603 3.071 0.5409
C -1.297 3.283 -0.130 0.7124
C -2.466 2.859 0.769 -1.2302
H -3.415 3.056 0.251 0.4724
H -2.489 3.418 1.710 0.3418
H -2.446 1.788 0.995 0.0589
C -1.528 -2.738 -2.273 1.1540
C -2.296 -3.532 -1.210 -1.6859
H -3.328 -3.682 -1.556 0.5559
H -2.355 -3.000 -0.255 0.2775
H -1.879 -4.534 -1.045 0.3429
C 1.097 -3.523 -1.015 0.2415
C 0.635 -3.915 0.389 -1.4879
H 1.376 -4.590 0.837 0.4704
H -0.327 -4.440 0.375 0.2906
H 0.529 -3.053 1.060 0.2376
C 2.308 -0.663 0.426 0.4681
O 3.394 -0.986 0.734 -0.1668
C -1.079 4.808 -0.144 -1.6425
H -0.060 5.118 0.120 0.4433
H -1.277 5.195 -1.150 0.3162
H -1.775 5.316 0.536 0.4281
C -1.502 -3.500 -3.617 -1.5251
H -2.324 -4.228 -3.656 0.4114
H -1.671 -2.816 -4.457 0.4377
H -0.574 -4.051 -3.806 0.3075
C 1.150 -4.729 -1.957 -1.5982
H 1.813 -5.489 -1.522 0.4799
H 0.170 -5.201 -2.096 0.3362
H 1.567 -4.474 -2.938 0.3775
C 0.073 3.469 2.813 -1.2855
H -0.538 2.601 3.108 0.0098
H 0.632 3.803 3.699 0.5190
H -0.592 4.294 2.529 0.2969
H 1.556 4.021 1.349 0.7316
H 2.117 -3.106 -0.942 0.5643
H -1.550 2.944 -1.151 0.6274
H -2.082 -1.798 -2.440 0.1962
H -3.444 0.581 -2.888 0.0645
H -2.895 0.658 -3.377 -0.0568
S -1.322 -0.479 1.088 -0.4180
C -0.730 -0.310 2.710 0.3113
N 0.408 -0.857 3.166 0.2407
C 0.632 -0.595 4.575 -0.5558
C -0.461 0.401 4.923 -0.4384
N -1.230 0.494 3.684 -0.1167
H 0.864 -1.613 2.674 0.1036
H 1.639 -0.180 4.736 0.3305
H 0.547 -1.523 5.162 0.4062
H -0.041 1.386 5.197 0.2384
H -1.092 0.051 5.756 0.4082
H -2.131 0.936 3.614 0.2347
```

Calculated values
Max |F| = 0.2276 hartree/bohr
Energy relative to the best compared isomer or geometry (same formula, charge and spin) = 10.9 kcal/mol
Charge = +3
Total energy = -2957.2948 Ha
Multiplicity = 1
Gap between HOMO and LUMO = 5.86 eV

This record from the OMol25 dataset describes a 6-piece molecular cluster, C30H58O15S7 overall in a non-equilibrium geometry. The level of theory is ωB97M-V with the def2-TZVPD basis set.

Structure (XYZ):
```
110
Properties=species:S:1:pos:R:3:mulliken_charge:R:1
O 0.277 -3.054 -2.666 -0.5733
C -0.556 -2.441 -3.162 0.0718
O -1.889 -2.713 -3.034 -0.4910
C -2.621 -1.952 -4.005 0.4357
C -3.987 -2.442 -4.431 -0.7677
C -4.689 -1.257 -5.109 -0.2928
C -6.173 -1.556 -5.442 -0.7814
S -7.200 -0.356 -4.605 1.1162
O -6.892 0.905 -5.165 -0.4906
O -8.576 -0.672 -4.697 -0.6729
O -6.754 -0.411 -3.079 -0.4595
C -1.567 -1.690 -5.064 -0.6591
C -0.471 -1.237 -4.104 0.9095
C 0.865 -0.819 -4.685 -1.0724
C 0.601 0.523 -5.398 -0.5627
C 0.487 1.716 -4.404 -0.5508
S -1.257 2.328 -4.360 -0.1326
H -2.830 -0.997 -3.502 0.0180
H -4.546 -2.638 -3.513 0.3029
H -3.978 -3.329 -5.062 0.3459
H -4.130 -0.974 -5.996 0.2744
H -4.662 -0.392 -4.450 0.2662
H -6.329 -1.388 -6.500 0.3601
H -6.459 -2.561 -5.142 0.4283
H -7.501 -0.768 -2.568 0.3507
H -1.322 -2.652 -5.527 0.3111
H -1.829 -1.034 -5.891 0.3851
H -0.871 -0.386 -3.550 -0.2162
H 1.557 -0.665 -3.860 0.3034
H 1.261 -1.505 -5.431 0.4239
H -0.330 0.467 -5.952 0.2749
H 1.363 0.732 -6.149 0.4758
H 1.165 2.522 -4.653 0.4064
H 0.676 1.365 -3.392 0.1679
H -1.896 1.510 -3.498 0.0748
O -0.115 -0.780 2.335 -0.7032
S 0.608 -0.496 1.119 1.2765
O 0.129 0.472 0.155 -0.6259
C 2.300 -0.111 1.539 -0.6893
C 3.003 -1.465 1.531 -0.1805
C 2.478 -2.202 0.294 -0.8787
C 0.954 -2.040 0.278 0.0407
H 2.333 0.392 2.504 0.4075
H 2.695 0.544 0.763 0.4197
H 4.086 -1.351 1.504 0.2171
H 2.743 -2.026 2.433 0.0332
H 2.907 -1.753 -0.605 0.2209
H 2.760 -3.254 0.299 0.4353
H 0.563 -1.990 -0.731 -0.4375
H 0.459 -2.839 0.828 0.4349
O -3.366 2.374 -7.867 -0.5513
S -4.167 3.407 -8.475 1.1020
O -4.321 3.503 -9.904 -0.6980
C -5.782 3.396 -7.705 -0.6211
C -5.638 4.332 -6.511 -0.4956
C -4.838 5.539 -7.020 -0.6783
C -3.647 4.996 -7.820 -0.6162
H -6.049 2.379 -7.426 0.2662
H -6.496 3.787 -8.431 0.3608
H -6.609 4.627 -6.116 0.4015
H -5.086 3.833 -5.711 0.2181
H -5.471 6.147 -7.670 0.3037
H -4.503 6.175 -6.201 0.3333
H -3.378 5.650 -8.646 0.3519
H -2.780 4.827 -7.183 0.3336
O 1.648 3.289 2.209 -0.6539
S 0.531 2.946 3.055 1.2198
O 0.653 1.970 4.109 -0.6708
C -0.152 4.455 3.735 -0.8100
C -1.185 4.898 2.703 -0.6040
C -1.929 3.623 2.286 -0.7972
C -0.875 2.541 2.020 -0.4117
H 0.644 5.180 3.889 0.4095
H -0.624 4.206 4.685 0.3356
H -1.862 5.647 3.113 0.3700
H -0.683 5.334 1.836 0.2804
H -2.587 3.305 3.099 0.2914
H -2.551 3.788 1.407 0.3645
H -1.234 1.549 2.280 0.3750
H -0.542 2.553 0.987 0.3011
O 6.724 -1.428 2.533 -0.6678
S 6.287 -2.663 3.136 1.1907
O 5.636 -3.694 2.364 -0.6722
C 7.658 -3.377 4.037 -0.7789
C 7.552 -2.763 5.431 -0.8971
C 6.062 -2.795 5.791 -0.1212
C 5.286 -2.275 4.574 -0.5925
H 8.591 -3.144 3.529 0.4458
H 7.506 -4.456 4.069 0.3335
H 8.154 -3.310 6.155 0.3910
H 7.905 -1.729 5.410 0.3266
H 5.762 -3.821 6.008 0.3119
H 5.848 -2.200 6.674 -0.0475
H 4.317 -2.758 4.473 0.3649
H 5.160 -1.194 4.611 0.4386
O 4.999 -0.885 8.668 -0.6677
S 4.451 -2.175 9.006 1.1959
O 5.116 -3.402 8.644 -0.6630
C 4.091 -2.205 10.758 -0.7679
C 2.665 -1.673 10.858 -0.5660
C 1.887 -2.344 9.720 -0.7015
C 2.744 -2.237 8.453 -0.5696
H 4.819 -1.597 11.291 0.4016
H 4.151 -3.241 11.090 0.3359
H 2.226 -1.889 11.831 0.3541
H 2.661 -0.589 10.720 0.2909
H 1.721 -3.396 9.964 0.3076
H 0.910 -1.885 9.572 0.3320
H 2.612 -3.096 7.799 0.3554
H 2.538 -1.319 7.904 0.3758
```

Calculated values
Max |F| = 0.0987 hartree/bohr
SMILES = O=C1O[C@H](CCCS(=O)(=O)O)C[C@@H]1CCCS.O=S1(=O)CCCC1.O=S1(=O)CCCC1.O=S1(=O)CCCC1.O=S1(=O)CCCC1.O=S1(=O)CCCC1
Charge = 0
Total energy = -5093.7508 Ha
Multiplicity = 1
Gap between HOMO and LUMO = 9.23 eV

This record from the OMol25 dataset describes C24H30BBrLaN10S as an isolated structure in a non-equilibrium geometry. The level of theory is ωB97M-V with the def2-TZVPD basis set.

Structure (XYZ):
```
68
Properties=species:S:1:pos:R:3:mulliken_charge:R:1
La 0.707 -0.109 -1.200 1.9429
C 4.545 -0.812 -0.199 -1.2257
C 3.752 -0.361 0.937 0.5665
C 4.158 -0.155 2.254 -1.1742
C 2.999 0.213 2.938 0.6993
C 2.973 0.298 4.424 -1.3902
N 1.954 0.255 2.082 -0.0320
N 2.432 -0.201 0.768 0.0457
B 0.439 0.652 2.361 -0.2545
N -0.062 1.862 1.510 0.7861
N 0.378 1.937 0.150 -0.2044
C 0.021 3.154 -0.249 0.6502
C 0.397 3.619 -1.567 -0.8111
C -0.665 3.852 0.739 -1.4533
C -0.710 3.008 1.844 0.6347
C -1.569 3.078 3.092 -1.0541
N -0.589 -0.498 2.019 1.0255
N -0.109 -1.383 1.015 -0.3241
C -0.733 -2.562 1.216 0.4971
C -0.242 -3.871 0.591 -1.2514
C -1.629 -2.469 2.328 -1.0122
C -1.501 -1.128 2.771 0.4635
C -2.321 -0.482 3.920 -1.3220
H 5.409 -1.508 -0.015 0.3692
H 3.907 -1.277 -0.908 0.1229
H 4.970 0.107 -0.682 0.1608
H 5.121 -0.285 2.716 0.5058
H 3.511 1.215 4.729 0.3261
H 1.917 0.287 4.682 0.1744
H 3.516 -0.606 4.769 0.3882
H 0.287 1.033 3.572 -0.2829
H -0.441 3.948 -2.225 0.2029
H 1.017 4.489 -1.535 0.4030
H 0.915 2.801 -1.998 -0.1874
H -1.036 4.823 0.590 0.5906
H -2.172 3.992 3.275 0.3826
H -2.266 2.199 3.023 0.0735
H -0.916 2.949 3.970 0.2652
H 0.678 -3.550 0.104 0.2496
H -0.013 -4.592 1.388 0.3903
H -0.892 -4.321 -0.178 0.2082
H -2.388 -3.246 2.656 0.3316
H -2.601 -1.245 4.661 0.4095
H -1.773 0.383 4.436 0.2579
H -3.306 -0.207 3.515 0.2914
N -2.058 1.770 -4.525 -0.0188
C -2.903 2.044 -3.439 -0.6018
C -2.312 1.469 -2.345 -0.5854
N -1.173 0.770 -2.768 0.4175
C -1.058 1.004 -4.054 -0.5794
H -2.124 2.144 -5.439 0.1978
H -3.894 2.466 -3.615 0.4068
H -2.716 1.473 -1.345 0.4304
H -0.265 0.646 -4.702 0.4350
S 4.384 3.015 -1.897 -0.3391
C 3.366 1.831 -2.229 0.4818
N 2.401 1.077 -2.431 -0.8010
Br 1.506 -2.391 -3.192 -0.1897
C -0.415 -2.803 -3.065 0.3818
C -1.011 -3.645 -4.067 -0.4388
C -2.385 -3.988 -3.948 -0.4462
C -3.153 -3.268 -3.056 -0.6520
C -2.513 -2.544 -2.088 -0.4649
N -1.178 -2.327 -2.132 0.3151
H -0.412 -3.952 -4.933 0.3807
H -2.840 -4.690 -4.651 0.3912
H -4.258 -3.437 -2.994 0.3711
H -3.060 -1.949 -1.374 0.4719
```

Calculated values
Max |F| = 0.0772 hartree/bohr
Charge = +1
Total energy = -4508.7333 Ha
Multiplicity = 1
Gap between HOMO and LUMO = 7.71 eV

| no. | E_HOMO (eV) |
| --- | --- |
| 1 | -18.2089 |
| 2 | -9.0032 |
| 3 | -10.5533 |